1) 39
Properties=species:S:1:pos:R:3:mulliken_charge:R:1 method="wB97M-V/def2-TZVPD" multiplicity=1 total_charge=0
O 0.0908 0.0610 0.1036 0.461
H -0.7212 -0.3230 0.2716 0.048
H 0.4288 -0.1710 -0.7544 0.104
O 0.3828 3.4880 0.6246 -0.709
H -0.3472 2.9250 0.8816 0.372
H 1.1308 3.1860 1.1806 0.344
O 2.0058 2.3640 -1.2684 -0.658
H 1.6738 1.5490 -1.6124 0.333
H 1.2388 2.7080 -0.8084 0.389
O 3.3488 -0.2020 -2.7344 -0.674
H 3.1418 -0.5970 -1.8924 0.440
H 3.4078 -0.9030 -3.3954 0.291
O -1.9012 2.0130 1.5766 -0.621
H -1.7822 2.3810 2.4676 0.303
H -2.0502 1.1000 1.8756 0.295
O 0.8148 0.0270 -2.5174 -0.662
H 0.4778 -0.2900 -3.3404 0.234
H 1.7108 -0.1940 -2.5494 0.241
O -2.4262 -1.1840 -0.0364 -0.644
H -2.4442 -2.1680 -0.1404 0.308
H -2.3802 -0.8770 -0.9384 0.271
O -1.7992 1.9010 -1.2774 -0.639
H -2.6102 2.1690 -0.8484 0.334
H -1.2802 1.4200 -0.6554 0.172
O -0.5752 -3.0040 -2.3294 -0.603
H -0.9212 -2.1520 -2.5294 0.286
H 0.2158 -3.0510 -2.8964 0.305
O 2.5778 -1.7900 -0.6534 -0.688
H 2.7908 -1.2360 0.1336 0.349
H 1.9058 -2.3970 -0.3634 0.272
O 0.8878 0.9550 2.6026 -0.644
H 0.5578 0.6950 1.7106 0.210
H 0.4918 0.3690 3.2996 0.283
O -2.3962 -0.2100 3.0606 -0.652
H -1.7282 -0.8730 3.0266 0.315
H -2.5182 0.0000 4.0126 0.327
O -0.4822 -2.2250 2.3916 -0.600
H -0.6812 -3.0500 2.8426 0.273
H -0.2362 -2.4140 1.4796 0.234



2) 39
Properties=species:S:1:pos:R:3:mulliken_charge:R:1 method="wB97M-V/def2-TZVPD" multiplicity=1 total_charge=0
O -1.4893 -2.3948 2.2400 -0.639
H -1.7063 -1.4789 2.0709 0.269
H -2.0160 -2.9055 1.6418 0.356
O 1.1956 -1.7695 1.1848 -0.671
H 0.3707 -1.8297 0.8157 0.312
H 1.4107 -2.6246 1.5453 0.290
O 2.0021 -0.1803 -3.0526 -0.705
H 2.1169 0.3214 -2.2359 0.407
H 2.1853 0.4483 -3.7403 0.340
O -3.2672 -0.4721 -0.9137 -0.609
H -3.5265 0.3321 -1.3935 0.309
H -2.6846 -0.8632 -1.5766 0.294
O -4.2788 -0.5338 2.1274 -0.612
H -3.3795 -0.4751 1.7991 0.407
H -4.7861 0.0502 1.5814 0.305
O -1.7198 0.2570 2.1635 -0.787
H -2.1992 1.1132 2.0591 0.324
H -0.9450 0.5028 2.6600 0.189
O 2.8991 -2.4525 -0.8134 -0.586
H 3.4170 -3.0138 -0.2769 0.287
H 2.3144 -2.0749 -0.1862 0.334
O -0.1335 2.8877 1.7617 -0.578
H -0.4868 3.4142 2.4814 0.293
H 0.4131 2.1880 2.0784 0.285
O -0.7477 -0.0364 -3.6331 -0.632
H 0.1136 -0.0136 -3.1544 0.402
H -0.5059 -0.4248 -4.4999 0.273
O 2.4966 0.9531 -0.6785 -0.714
H 2.1286 1.7981 -0.4781 0.200
H 3.3510 1.2503 -0.9200 0.349
O 3.8834 -0.3679 1.1658 -0.622
H 4.1032 0.4551 1.5600 0.254
H 3.4734 -0.0766 0.3799 0.429
O -0.3341 0.3872 -0.2325 -0.285
H 0.5406 0.3216 0.0662 0.100
H -0.9019 0.2500 0.4966 0.391
O -1.0741 2.3445 -1.7780 -0.624
H -0.8405 1.6737 -1.1503 0.375
H -1.3922 3.0392 -1.1655 0.289



It is 2) that is the least stable of them.



1) 19
Properties=species:S:1:pos:R:3:mulliken_charge:R:1 method="wB97M-V/def2-TZVPD" smiles="C/C=C/O.O.O.O" multiplicity=1 total_charge=0
C -0.7577 3.1688 -0.1234 -0.951
C -0.7708 1.7821 0.6310 0.016
C 0.3875 1.0224 0.8059 -0.170
O 0.3893 -0.1653 1.4907 -0.516
H -1.1085 4.2440 0.1113 0.295
H 0.2222 3.2243 -0.6470 0.263
H -1.5624 2.9175 -0.8987 0.220
H -1.7397 1.4747 1.0626 0.307
H 1.3282 1.6781 0.5473 0.168
H 1.1237 -0.6853 1.1117 0.392
O 2.3115 -1.7140 0.2612 -0.706
H 1.6559 -2.0044 -0.4169 0.417
H 3.0270 -2.2926 0.4574 0.278
O -1.5283 -1.7285 -0.0537 -0.683
H -2.3871 -2.0318 0.2441 0.300
H -1.1698 -1.1737 0.6672 0.358
O 0.4907 -2.7943 -1.6694 -0.724
H -0.2351 -2.5012 -1.0621 0.420
H 0.3234 -2.4208 -2.5194 0.314



2) 19
Properties=species:S:1:pos:R:3:mulliken_charge:R:1 method="wB97M-V/def2-TZVPD" smiles=OCCCO.O.O multiplicity=1 total_charge=0
O -2.8397 0.0217 0.9266 -0.511
C -1.5160 -0.3336 0.4918 -0.427
C -0.3047 0.5971 0.5895 -0.396
C 0.8485 -0.2205 -0.0115 -0.711
O 1.9882 0.6419 -0.2520 -0.513
H -2.7414 0.9540 1.1775 0.333
H -1.5273 -0.6155 -0.5674 0.234
H -1.2964 -1.2794 0.9995 0.263
H -0.1088 0.7820 1.6515 0.341
H -0.5037 1.5134 0.0327 0.345
H 0.5397 -0.6919 -0.9361 0.389
H 1.0572 -0.9656 0.7526 0.348
H 2.3201 0.7461 0.6448 0.311
O -0.3905 -4.3766 -0.4711 -0.634
H -0.8063 -5.1895 -0.0939 0.318
H -0.9718 -4.0849 -1.1661 0.317
O 1.9860 4.2488 -1.6438 -0.640
H 1.9150 4.8025 -0.8266 0.317
H 2.3519 3.4500 -1.2979 0.318



3) 19
Properties=species:S:1:pos:R:3:mulliken_charge:R:1 method="wB97M-V/def2-TZVPD" smiles="C=C(C)O.O.O.O" multiplicity=1 total_charge=0
C -0.4779 0.6782 0.6035 -0.946
C 0.3305 -0.3614 0.4245 0.904
C -0.0281 -1.8050 0.4569 -1.239
O 1.6225 -0.1515 0.0971 -0.506
H -1.5359 0.6907 0.8416 0.341
H -0.0347 1.6607 0.5090 0.129
H 0.3234 -2.2956 1.4037 0.345
H -1.0999 -2.0087 0.5554 0.304
H 0.2480 -2.3478 -0.4474 0.354
H 2.3280 -0.7798 0.3251 0.314
O 2.0972 3.0084 -2.0056 -0.638
H 1.6291 2.8561 -1.1748 0.322
H 2.7856 2.3407 -1.8725 0.315
O -1.4437 -0.5366 3.9885 -0.637
H -0.5854 -0.7248 3.5877 0.316
H -1.9797 -0.0807 3.3334 0.330
O -2.0406 -0.9506 -3.2019 -0.635
H -1.3912 -1.1006 -3.9073 0.316
H -1.6468 -0.0951 -2.9599 0.312



4) 19
Properties=species:S:1:pos:R:3:mulliken_charge:R:1 method="wB97M-V/def2-TZVPD" smiles=OCCCO.O.O multiplicity=1 total_charge=0
O -1.9638 -1.8623 1.0972 -0.536
C -0.9962 -1.2957 0.2232 -0.266
C -0.7903 0.1941 0.4812 -0.483
C 0.2062 0.7828 -0.4937 -0.570
O 0.6423 2.1006 -0.1286 -0.586
H -2.1551 -1.2311 1.8011 0.322
H -1.3706 -1.4449 -0.7900 0.220
H -0.0339 -1.7929 0.3450 0.260
H -0.3937 0.3306 1.4860 0.397
H -1.7415 0.7314 0.3961 0.306
H -0.1798 0.8159 -1.5048 0.276
H 1.1111 0.1657 -0.5418 0.337
H -0.1210 2.6868 -0.1027 0.322
O 0.6722 -1.6568 -2.6143 -0.572
H 1.2287 -2.2992 -3.0639 0.280
H 0.4521 -0.9978 -3.2856 0.305
O 1.7152 1.7432 2.5818 -0.669
H 2.4434 1.1447 2.3836 0.316
H 1.2746 1.8849 1.7301 0.343



It is 1) that is the least stable of them.



1) 19
Properties=species:S:1:pos:R:3:mulliken_charge:R:1 method="wB97M-V/def2-TZVPD" smiles="C=CCO.O.O.O" multiplicity=1 total_charge=0
C -0.4036 1.0171 4.6759 -0.833
C 0.5176 1.2330 3.8278 -0.098
C 0.3499 2.2682 2.7518 -0.144
O 1.0064 1.4642 1.5682 -0.467
H -0.3000 0.4903 5.7112 0.188
H -1.3608 1.3398 4.6648 0.337
H 1.3347 0.6186 3.7105 0.254
H -0.5949 2.1232 2.2246 0.274
H 0.6994 3.3355 3.0894 0.227
H 1.6978 1.1019 2.0402 0.262
O 0.9345 1.1302 -4.5848 -0.618
H 0.1000 1.2964 -4.2580 0.299
H 0.9877 0.1976 -4.6046 0.316
O -1.3236 -2.6495 -4.5503 -0.652
H -1.9037 -3.0996 -5.2349 0.323
H -1.4413 -3.1777 -3.7349 0.321
O -0.7334 -3.1632 -1.1418 -0.638
H -1.2606 -2.5267 -0.5024 0.336
H 0.1877 -3.0630 -0.9684 0.313



2) 19
Properties=species:S:1:pos:R:3:mulliken_charge:R:1 method="wB97M-V/def2-TZVPD" smiles=OCCCO.O.O multiplicity=1 total_charge=0
O -0.0392 3.0375 -1.1695 -0.535
C 0.3150 1.6451 -0.9145 -0.550
C -0.8789 1.0257 -0.1176 -0.287
C -0.4880 -0.2004 0.6415 -0.246
O -1.6167 -1.1668 0.8075 -0.536
H 0.2696 3.3278 -2.1199 0.312
H 1.2328 1.7376 -0.3136 0.273
H 0.6783 1.1155 -1.7592 0.421
H -1.6934 0.9575 -0.9004 0.207
H -1.0720 1.6741 0.8246 0.192
H -0.0469 0.1348 1.6617 0.232
H 0.2135 -0.7596 0.0023 0.228
H -2.5109 -1.0403 1.0405 0.287
O -3.8752 -4.5441 -0.9186 -0.640
H -3.3692 -5.2830 -0.6483 0.309
H -3.1654 -3.8309 -0.8562 0.329
O 5.1706 0.6844 1.1716 -0.642
H 5.1486 0.0764 1.9220 0.316
H 5.7273 1.4087 1.6461 0.327



It is 1) that is the least stable of them.